Molecular formula: C3H10OS
Method: DFT, the ωB97M-V functional and the def2-TZVPD basis

Each line ends with the Mulliken charge.
Atoms and positions in Å:
C  -1.37257  0.43246  -0.95671  -0.704
S  0.11401  1.08340  -1.52422  -0.096
C  0.29173  2.35488  -0.10329  -0.935
H  -1.31992  -0.01220  0.07321  0.149
H  -1.98983  -0.49643  -1.39964  0.273
H  -2.27237  1.04585  -1.37529  0.311
H  1.15986  2.15363  0.47152  0.328
H  0.04767  3.14969  -0.78514  0.366
H  -0.58731  2.45851  0.54937  0.307
C  0.22626  -1.72462  1.95888  -0.431
O  0.80239  -3.06819  1.76838  -0.539
H  0.13813  -1.62906  3.08396  0.238
H  1.14285  -1.11195  1.71808  0.246
H  -0.77823  -1.65955  1.56371  0.182
H  1.34345  -3.06358  0.94739  0.307

Values from the calculation:
ΔE to the lowest compared entry with this formula, charge and spin ... 68.54 kcal/mol
HOMO-LUMO gap ... 9.364 eV
SMILES ... CSC.CO